{"formula": "C51H101BF4N7O5", "method": "ωB97M-V/def2-TZVPD", "symbols": ["C", "C", "C", "C", "C", "C", "N", "O", "C", "C", "C", "H", "H", "H", "H", "H", "H", "H", "H", "H", "H", "H", "H", "H", "H", "H", "H", "H", "H", "C", "C", "C", "C", "C", "C", "N", "O", "C", "C", "C", "H", "H", "H", "H", "H", "H", "H", "H", "H", "H", "H", "H", "H", "H", "H", "H", "H", "H", "C", "C", "C", "C", "C", "C", "N", "O", "C", "C", "C", "H", "H", "H", "H", "H", "H", "H", "H", "H", "H", "H", "H", "H", "H", "H", "H", "H", "H", "C", "C", "C", "C", "C", "C", "N", "O", "C", "C", "C", "H", "H", "H", "H", "H", "H", "H", "H", "H", "H", "H", "H", "H", "H", "H", "H", "H", "H", "C", "C", "C", "C", "C", "C", "N", "O", "C", "C", "C", "H", "H", "H", "H", "H", "H", "H", "H", "H", "H", "H", "H", "H", "H", "H", "H", "H", "H", "C", "C", "N", "C", "C", "N", "C", "C", "H", "H", "H", "H", "H", "H", "H", "H", "H", "H", "H", "B", "F", "F", "F", "F"], "xyz": [[-2.92849, 4.75897, -3.57390], [-1.82252, 3.95331, -4.35343], [-1.00327, 5.04602, -5.13037], [0.28503, 4.60308, -5.72129], [1.17551, 4.09905, -4.55467], [0.57588, 3.04467, -3.56745], [-0.83592, 3.39567, -3.34968], [-1.54183, 2.63393, -2.34192], [1.17851, 3.13448, -2.15083], [0.69862, 1.67027, -4.33366], [-2.38257, 2.91750, -5.34757], [-3.59589, 4.25257, -2.87659], [-3.53041, 5.23218, -4.34971], [-2.58144, 5.70818, -3.16565], [-0.82923, 5.90110, -4.47718], [-1.71150, 5.33832, -5.90565], [0.75139, 5.48038, -6.16958], [0.24816, 3.95881, -6.59973], [1.41866, 4.98639, -3.97020], [2.18890, 3.91834, -4.91312], [2.20362, 3.40165, -2.40745], [1.26848, 2.15485, -1.68142], [0.89282, 3.97677, -1.52073], [1.75704, 1.52740, -4.11590], [0.77173, 1.75965, -5.41754], [0.18070, 0.79650, -3.93823], [-2.84406, 2.02866, -4.91734], [-1.56051, 2.67955, -6.02262], [-3.22714, 3.34262, -5.88983], [-3.59394, 3.90588, 0.67733], [-2.58100, 4.84279, 1.37259], [-2.40712, 6.12688, 0.55987], [-3.68228, 6.98551, 0.44556], [-4.19953, 7.47440, 1.81238], [-4.30200, 6.26044, 2.82736], [-3.14083, 5.17896, 2.68970], [-2.98969, 4.21853, 3.71517], [-5.69226, 5.44191, 2.78708], [-4.12309, 6.87440, 4.21010], [-1.22577, 4.24495, 1.61341], [-3.12202, 3.58917, -0.25278], [-4.58578, 4.27588, 0.41762], [-3.62009, 2.94229, 1.18617], [-2.20516, 5.79357, -0.45808], [-1.49281, 6.62554, 0.88157], [-4.49424, 6.53055, -0.12173], [-3.41790, 7.76857, -0.26508], [-5.17760, 7.92887, 1.65449], [-3.55808, 8.26912, 2.19326], [-5.94218, 5.16977, 1.76162], [-6.45952, 6.02269, 3.29905], [-5.65722, 4.47190, 3.28301], [-5.06502, 7.41021, 4.32742], [-3.29391, 7.57544, 4.30546], [-3.98044, 6.18343, 5.04095], [-0.90702, 3.92099, 0.62269], [-1.11927, 3.29871, 2.14387], [-0.41343, 4.85392, 2.01008], [3.64651, 1.11826, 4.16717], [4.69681, 2.21188, 3.76156], [5.85201, 1.49370, 2.91617], [5.52042, 1.18468, 1.43633], [4.99301, 2.43415, 0.69166], [3.74047, 3.18209, 1.49993], [4.01141, 3.33002, 2.95781], [3.19087, 4.14756, 3.77301], [2.56232, 2.31907, 1.20767], [3.61536, 4.41813, 0.65957], [5.48439, 2.82860, 4.98561], [2.63483, 1.47678, 4.35706], [3.93934, 0.59837, 5.07935], [3.49122, 0.39967, 3.36243], [6.37908, 0.71609, 3.46900], [6.66251, 2.21869, 2.84160], [4.72708, 0.45173, 1.28974], [6.33221, 0.90171, 0.76624], [4.80001, 2.15192, -0.34333], [5.83325, 3.10559, 0.51483], [2.25406, 2.36982, 0.16340], [1.68286, 2.43837, 1.84046], [2.88280, 1.28018, 1.28572], [4.36452, 5.19173, 0.82810], [2.75750, 4.98548, 1.02053], [3.55840, 4.12633, -0.38910], [6.10084, 1.95927, 5.21442], [4.89654, 3.17431, 5.83593], [6.01569, 3.73311, 4.68948], [-3.72496, -4.66411, -3.80882], [-3.67343, -3.47858, -2.79277], [-4.96194, -2.62853, -3.13728], [-5.35522, -1.68984, -2.03478], [-5.60204, -2.43750, -0.67516], [-4.33873, -3.21676, -0.16209], [-3.81098, -4.03752, -1.35033], [-2.96830, -5.09956, -1.01725], [-4.93201, -4.28068, 0.87872], [-3.27742, -2.26077, 0.36447], [-2.33097, -2.74421, -2.85398], [-4.64969, -4.90194, -4.33454], [-3.22802, -5.50732, -3.32907], [-3.01679, -4.41801, -4.60003], [-5.85039, -3.22757, -3.33705], [-4.86894, -2.17905, -4.12593], [-6.30895, -1.33377, -2.42426], [-4.80798, -0.75266, -1.93311], [-6.37444, -3.19706, -0.79585], [-6.02988, -1.75054, 0.05499], [-5.55304, -3.68867, 1.55098], [-4.19835, -4.65252, 1.59396], [-5.49335, -5.07234, 0.38246], [-3.70582, -1.80818, 1.25874], [-2.99946, -1.49115, -0.35561], [-2.25273, -2.59219, 0.53270], [-2.25643, -1.90182, -2.16630], [-2.20366, -2.39175, -3.87753], [-1.47748, -3.37900, -2.61585], [5.73814, -5.92725, 0.72192], [4.48007, -5.57410, -0.22558], [3.12522, -5.38168, 0.57034], [2.04271, -4.49659, -0.07553], [2.62643, -3.13762, -0.43607], [3.83472, -3.10171, -1.43610], [4.87606, -4.18633, -0.90402], [6.04540, -4.15442, -1.58354], [4.59744, -1.77463, -1.40214], [3.36419, -3.63059, -2.89234], [4.31509, -6.71583, -1.34403], [5.85532, -5.10481, 1.42757], [6.77938, -6.03664, 0.41869], [5.50781, -6.81254, 1.31466], [3.46506, -4.95417, 1.51365], [2.62903, -6.32962, 0.77849], [1.25390, -4.37551, 0.66691], [1.47717, -4.91182, -0.90970], [2.74727, -2.46604, 0.41392], [1.73293, -2.66791, -0.84731], [4.83452, -1.51160, -0.37127], [3.97211, -0.91022, -1.62541], [5.57606, -1.81552, -1.88042], [2.81173, -4.56240, -2.77147], [4.12370, -3.57110, -3.67190], [2.63824, -3.03873, -3.44983], [4.39200, -7.73760, -0.97231], [5.21745, -6.89703, -1.92800], [3.41819, -6.62801, -1.95719], [-0.53418, -3.56074, 3.17024], [-1.19642, -4.88816, 2.73516], [-0.60934, -6.08428, 3.36539], [-0.86194, -6.45992, 4.71074], [-0.06639, -7.51103, 4.97040], [0.43375, -8.00498, 3.75630], [0.06492, -7.06738, 2.76725], [1.18494, -9.20278, 3.53285], [-0.82066, -3.31550, 4.19293], [-0.93115, -2.71877, 2.60315], [0.55440, -3.61370, 3.18719], [-1.20896, -4.95444, 1.64725], [-2.28368, -4.94889, 2.78289], [-1.46175, -5.93745, 5.44125], [0.23205, -8.01379, 5.87846], [0.12571, -7.14561, 1.69180], [1.85429, -9.39423, 4.37154], [1.68468, -8.84498, 2.63266], [0.51575, -10.02798, 3.28926], [0.17706, 0.20259, -0.08656], [-0.22162, -0.64585, 0.95589], [-0.71162, -0.00083, -1.07964], [0.02633, 1.53061, 0.18735], [1.45051, -0.02977, -0.59439]], "lowdin_charge": [-0.01, -0.41, -0.14, -0.16, -0.11, -0.42, 0.15, 0.12, -0.01, 0.05, 0.03, 0.08, 0.10, 0.08, 0.13, 0.14, 0.14, 0.12, 0.12, 0.14, 0.09, 0.07, 0.11, 0.10, 0.10, 0.10, 0.10, 0.09, 0.12, 0.03, -0.49, -0.11, -0.16, -0.08, -0.35, 0.14, 0.14, 0.03, -0.03, -0.03, 0.08, 0.09, 0.10, 0.11, 0.14, 0.11, 0.13, 0.14, 0.13, 0.07, 0.11, 0.09, 0.11, 0.10, 0.10, 0.08, 0.09, 0.10, 0.01, -0.38, -0.10, -0.18, -0.09, -0.42, 0.16, 0.18, -0.02, -0.03, 0.01, 0.09, 0.11, 0.07, 0.13, 0.13, 0.08, 0.12, 0.12, 0.13, 0.07, 0.11, 0.08, 0.11, 0.09, 0.09, 0.10, 0.10, 0.10, 0.01, -0.39, -0.12, -0.16, -0.09, -0.41, 0.15, 0.11, 0.01, 0.00, 0.01, 0.11, 0.08, 0.10, 0.13, 0.15, 0.13, 0.12, 0.13, 0.14, 0.10, 0.05, 0.11, 0.12, 0.07, 0.07, 0.07, 0.11, 0.10, 0.00, -0.32, -0.13, -0.19, -0.13, -0.33, 0.13, 0.19, -0.01, 0.03, 0.01, 0.08, 0.10, 0.09, 0.12, 0.10, 0.09, 0.11, 0.13, 0.12, 0.08, 0.10, 0.10, 0.07, 0.10, 0.10, 0.10, 0.10, 0.08, -0.02, -0.15, 0.03, 0.20, 0.17, -0.02, 0.16, 0.08, 0.09, 0.08, 0.09, 0.12, 0.13, 0.19, 0.19, 0.20, 0.14, 0.11, 0.15, -1.43, 0.10, 0.15, 0.14, 0.12], "spin_multiplicity": 2, "homo_lumo_gap_ha": [0.240, 0.097], "homo_energy_ev": [-21.6694, -21.6694], "e_tot_ev": -86657.154, "charge": 6}